# 1
7
Properties=species:S:1:pos:R:3:forces:R:3:mulliken_charge:R:1 method="wB97M-V/def2-TZVPD" homo_ev=-10.0 de_lowest_kcal_mol=24.96 e_lumo_ev=0.46 total_charge=0 gap_ha=0.38598 energy_ev=-5194.9421
C -0.3947 0.8052 2.1837 -0.594 -4.939 -0.392 0.037
O 0.3937 1.0050 3.0607 -0.617 1.168 -0.753 -0.395
H -0.7315 -0.3029 1.8900 1.032 0.803 1.173 0.117
H -1.0126 1.2446 1.4260 0.185 2.970 -0.021 0.242
O 0.9582 -1.0314 -2.6501 -0.194 0.071 -1.093 -0.617
H 0.1042 -0.7754 -2.3360 -0.819 0.229 1.497 0.298
H 0.6828 -0.9450 -3.5742 1.008 -0.303 -0.411 0.318

***

# 2
168
Properties=species:S:1:pos:R:3:forces:R:3:mulliken_charge:R:1 method="wB97M-V/def2-TZVPD" homo_ev=-10.6 e_lumo_ev=-3.65 total_charge=+1 gap_ha=0.25721 energy_ev=-142559.7871
C -0.7231 2.1904 4.7414 0.322 -0.058 0.003 -0.827
C -0.2493 3.4492 3.8889 -0.874 -0.986 1.071 -0.234
O 1.0475 3.1256 3.3671 -0.723 0.437 -0.783 -0.185
C 1.2222 3.5789 2.0164 0.652 0.287 -0.632 -1.000
C 0.3607 2.7979 0.9361 0.168 -0.162 0.230 -0.257
C 0.2875 1.2308 1.1619 -0.157 -0.230 -0.170 0.173
C -1.0666 0.5843 0.6213 0.277 1.413 0.144 -1.103
C -1.0603 0.5084 -0.9513 0.114 0.509 0.242 0.658
C -0.4136 -0.7743 -1.5922 -0.121 0.184 -0.081 0.869
Cl 0.5106 -1.7496 -0.2932 -1.841 -0.140 0.458 -0.224
C 0.8003 -0.4721 -2.6657 -0.051 -0.848 3.154 -0.120
N 1.9940 -0.4267 -1.7678 0.280 1.298 -2.164 -0.434
C 0.6166 0.7091 -3.6818 0.298 -0.567 -1.444 -1.219
C 1.8563 1.6726 -3.8516 -0.633 1.442 1.093 -1.099
C 1.3813 3.1693 -3.5347 0.160 -0.372 0.137 -0.943
I 2.7118 1.6383 -5.8734 -0.259 -0.303 0.759 0.054
N 0.9156 -1.8836 -3.1917 -0.985 1.338 -0.651 0.715
C -0.0927 -2.6745 -3.0034 -0.152 -0.442 -0.104 -1.087
C -0.0651 -4.1663 -3.4566 -0.103 -0.788 1.064 -1.171
I 1.8425 -4.7215 -4.3674 -0.114 1.252 -0.344 0.241
C -0.2854 -5.2019 -2.2236 0.900 0.489 -0.215 -0.391
C 0.7753 -4.9866 -1.0632 0.280 -0.807 -0.448 -0.734
I 0.0773 -7.2024 -3.0864 -1.097 -0.057 0.744 0.248
C -1.3160 -1.8941 -2.2787 0.479 -0.477 -1.118 2.578
C -2.2343 -2.7380 -1.3048 -0.356 -0.569 0.609 -0.566
C -3.2509 -1.8994 -0.4756 -1.340 0.925 2.525 0.583
C -3.3063 -2.1534 0.9931 -1.290 1.345 -1.246 -0.497
C -4.2378 -1.4392 1.8861 0.067 0.391 -2.325 -1.083
C -5.1590 -0.4108 1.3629 1.560 -1.520 -1.878 1.027
C -6.0966 0.3497 2.3531 1.347 0.550 -0.716 -1.381
C -5.1171 -0.1633 -0.1442 1.180 -1.458 2.610 -1.447
C -4.1917 -0.9081 -0.9985 -0.385 0.026 1.496 0.244
C -2.2180 -1.4498 -3.5202 -0.225 -0.881 -0.221 -0.775
C -2.8480 -2.5159 -4.3102 -1.238 2.173 -1.507 -0.707
C -3.7261 -2.1316 -5.4399 1.462 2.606 1.899 -0.794
C -3.8736 -0.6751 -5.6601 1.047 -1.795 1.593 -0.593
C -3.1637 0.2282 -4.7611 -0.906 -0.334 -1.105 -0.428
N -2.3546 -0.1092 -3.7163 -1.093 -2.013 -1.724 0.154
H 0.1549 1.5073 4.9968 -1.114 1.198 -0.245 0.146
H -1.1913 2.5326 5.6998 0.361 -0.425 -0.795 0.319
H -1.4664 1.5522 4.1881 0.602 0.726 0.398 0.114
H -1.0259 3.6382 3.1006 0.939 -0.084 0.391 0.218
H -0.2299 4.3708 4.5455 0.290 -0.886 -0.720 0.434
H 2.3200 3.4314 1.7803 -1.102 0.027 0.311 0.243
H 1.0570 4.6931 1.9405 -0.034 -1.470 0.055 0.602
H 0.8477 2.9755 -0.0676 -0.513 0.097 0.962 -0.044
H -0.6650 3.2483 0.8851 0.764 -0.466 0.050 0.307
H 1.1784 0.7882 0.6225 -0.927 0.215 0.720 -0.171
H 0.3742 0.9506 2.2426 0.058 0.500 -0.825 0.287
H -1.8681 1.3372 0.8948 0.684 -0.880 -0.314 0.455
H -1.3455 -0.3558 1.1519 0.412 0.653 -0.705 0.178
H -0.4298 1.3854 -1.2961 -0.667 -0.875 0.338 -0.627
H -2.0955 0.7335 -1.3182 1.079 -0.673 0.038 0.475
H 2.8378 -0.7204 -2.2704 -0.086 0.522 0.151 0.295
H 2.1027 0.5282 -1.4137 0.239 -0.418 -0.143 0.204
H -0.2760 1.3528 -3.4514 0.846 -1.029 0.000 0.318
H 0.4195 0.2440 -4.6947 -0.044 0.453 1.105 0.855
H 2.7163 1.4820 -3.1695 -0.745 -0.282 -0.787 0.598
H 0.9942 3.6212 -4.4810 0.429 -0.046 0.955 0.419
H 2.2132 3.7708 -3.0741 -0.791 -0.507 -0.991 0.282
H 0.5436 3.1908 -2.7796 0.742 -0.306 -0.690 0.270
H 1.8228 -2.0305 -3.6487 -0.504 -1.048 -0.137 0.455
H -0.8410 -4.4363 -4.2113 0.690 0.755 0.486 0.357
H -1.3480 -5.2301 -1.8850 0.972 0.156 -0.349 0.618
H 1.4346 -4.1125 -1.2999 -0.766 -0.639 0.470 0.083
H 1.4604 -5.8825 -1.0489 -0.725 0.997 0.170 0.500
H 0.3058 -4.9094 -0.0487 0.362 0.167 -1.024 0.153
H -2.8367 -3.5278 -1.8478 0.755 0.999 0.115 0.470
H -1.6228 -3.3239 -0.5583 -0.455 0.856 -0.834 0.296
H -2.6214 -2.9283 1.4204 -0.662 0.848 -0.364 0.335
H -4.2289 -1.6946 2.9786 -0.044 0.367 -1.226 0.360
H -7.0391 -0.1972 2.6019 0.819 0.486 -0.319 0.277
H -5.4817 0.5511 3.2768 -0.864 -0.368 -0.747 0.359
H -6.2861 1.3667 1.9037 -0.255 -1.109 0.507 0.358
H -5.8215 0.6118 -0.5347 0.794 -0.926 0.118 0.353
H -4.2364 -0.6821 -2.0863 0.083 -0.253 0.973 0.156
H -2.7580 -3.6048 -4.1142 0.110 1.089 0.158 0.318
H -4.2704 -2.8649 -6.0727 0.602 0.579 0.649 0.415
H -4.5431 -0.2993 -6.4733 0.836 -0.247 0.951 0.397
H -3.3125 1.3264 -4.9444 0.283 -1.173 0.338 0.420
C -8.6880 -2.0235 -0.3838 0.074 -0.077 -0.143 0.771
O -8.7542 -1.1353 -1.2239 -0.026 0.100 0.084 -0.708
N -9.7931 -2.5666 0.1939 -0.385 0.030 -0.004 -0.429
N -7.5076 -2.5406 0.0433 0.432 -0.157 0.023 -0.197
H -9.7634 -3.2942 0.8854 -0.005 0.084 0.045 0.121
H -10.6860 -2.2085 -0.0986 0.032 -0.210 -0.017 0.297
H -6.6646 -2.1643 -0.3567 -0.076 -0.001 0.090 0.055
H -7.4344 -3.2702 0.7313 -0.047 -0.022 -0.029 0.146
C 5.5987 -3.1175 -2.6323 0.187 0.118 0.067 0.794
O 5.1024 -2.5235 -3.5815 -0.298 0.040 0.063 -0.646
N 6.6778 -2.6479 -1.9570 0.154 0.264 -0.072 -0.407
N 5.1026 -4.3007 -2.1753 -0.311 -0.269 0.023 -0.331
H 7.0974 -3.1192 -1.1772 -0.029 0.020 -0.031 0.158
H 7.0693 -1.7750 -2.2673 -0.015 -0.074 0.073 0.225
H 4.3035 -4.6692 -2.6578 0.048 -0.053 0.060 0.024
H 5.4847 -4.8080 -1.3986 0.034 0.042 -0.047 0.168
C 5.6316 1.4843 1.9785 0.155 0.093 0.073 0.653
O 6.5320 1.1318 1.2310 -0.059 -0.035 -0.070 -0.707
N 4.3974 0.9069 1.9602 -0.445 -0.326 -0.229 -0.247
N 5.7822 2.4799 2.8897 0.268 0.110 0.049 -0.173
H 3.6388 1.1779 2.5606 0.048 0.027 0.013 0.121
H 4.2508 0.1669 1.2968 0.022 0.050 0.106 0.140
H 6.6796 2.9324 2.9333 -0.168 0.119 0.142 0.085
H 5.0555 2.7836 3.5112 0.033 0.046 -0.053 0.133
C 2.8021 6.7711 0.6483 0.035 0.054 -0.090 0.691
O 1.7607 6.2664 1.0439 0.145 0.393 -0.235 -0.696
N 3.6534 7.4341 1.4757 0.041 0.120 0.411 -0.383
N 3.1974 6.7116 -0.6527 -0.175 -0.181 -0.269 -0.296
H 4.5119 7.8547 1.1729 -0.043 -0.044 -0.008 0.157
H 3.3945 7.4979 2.4449 0.054 -0.005 -0.095 0.219
H 2.5930 6.2290 -1.2956 0.122 0.086 -0.051 0.107
H 4.0469 7.1182 -0.9969 -0.038 -0.037 0.010 0.141
C 8.1753 5.6084 3.6822 0.269 0.277 0.031 0.640
O 7.1268 5.1081 4.0808 0.037 -0.288 0.000 -0.651
N 9.0324 6.2587 4.5041 -0.259 0.186 0.249 -0.342
N 8.5623 5.5497 2.3792 -0.246 -0.167 -0.406 -0.376
H 9.8933 6.6725 4.1985 0.012 -0.118 0.041 0.147
H 8.7803 6.3207 5.4759 0.192 -0.078 -0.041 0.215
H 7.9501 5.0737 1.7390 0.097 0.046 0.029 0.230
H 9.4136 5.9501 2.0317 -0.012 -0.038 0.065 0.155
C 2.4021 1.4423 7.3356 -0.086 0.005 -0.079 0.636
O 1.4138 0.9375 6.8321 0.094 -0.104 0.089 -0.608
N 3.0144 2.5371 6.8029 0.074 0.288 -0.375 -0.299
N 2.9779 0.9574 8.4706 0.044 -0.298 0.311 -0.424
H 3.8274 2.9706 7.1987 -0.068 -0.010 0.021 0.167
H 2.6146 2.9228 5.9629 0.003 -0.025 0.077 0.163
H 2.5521 0.1501 8.8912 0.040 0.093 -0.035 0.224
H 3.7902 1.3587 8.9000 -0.061 0.016 -0.026 0.140
C 2.7642 6.1678 -5.4184 0.054 0.033 -0.095 0.658
O 2.9545 5.7182 -4.2975 0.038 0.071 0.054 -0.612
N 2.9018 5.4166 -6.5453 0.088 -0.402 -0.058 -0.307
N 2.3987 7.4605 -5.6351 -0.109 0.340 0.200 -0.402
H 2.7509 5.7709 -7.4715 0.008 0.031 0.062 0.156
H 3.1720 4.4517 -6.4305 -0.052 0.197 -0.009 0.093
H 2.2873 8.0471 -4.8267 0.003 -0.040 -0.099 0.227
H 2.2378 7.8502 -6.5451 0.021 -0.041 0.032 0.157
C -0.5167 -10.9093 -6.4599 -0.055 -0.226 -0.220 0.618
O -0.8424 -11.5295 -7.4538 0.011 0.083 0.068 -0.632
N 0.0232 -11.5110 -5.3625 0.148 -0.294 0.264 -0.329
N -0.6643 -9.5562 -6.3578 -0.114 0.469 -0.099 -0.298
H 0.2983 -11.0186 -4.5337 -0.018 -0.023 -0.050 0.132
H 0.1470 -12.5078 -5.4013 -0.013 0.104 -0.001 0.207
H -1.0597 -9.0788 -7.1488 0.050 -0.068 0.071 0.174
H -0.4031 -9.0241 -5.5489 -0.024 -0.049 -0.059 0.070
C 9.4747 3.6731 7.2900 0.041 -0.017 -0.066 0.624
O 10.3648 4.3718 6.8325 -0.054 0.049 0.048 -0.638
N 8.3435 3.3773 6.5936 -0.119 0.096 -0.374 -0.244
N 9.5384 3.1303 8.5381 0.225 -0.037 0.405 -0.388
H 7.6013 2.8062 6.9512 0.068 0.009 -0.009 0.135
H 8.2607 3.7620 5.6655 -0.193 -0.021 0.087 0.128
H 10.3601 3.3278 9.0821 -0.087 -0.028 -0.054 0.229
H 8.8198 2.5540 8.9336 0.033 0.019 -0.053 0.150
C -11.8274 -0.2712 2.4737 0.045 -0.105 0.077 0.590
O -11.5218 -1.2857 3.0790 -0.005 0.012 -0.048 -0.646
N -12.8014 0.5762 2.9074 -0.313 0.119 0.300 -0.391
N -11.2203 0.0992 1.3126 0.264 -0.047 -0.345 -0.364
H -13.0676 1.4142 2.4253 0.036 -0.052 0.001 0.160
H -13.2718 0.3345 3.7620 0.047 0.023 -0.093 0.236
H -10.4947 -0.5047 0.9629 -0.002 0.187 0.072 0.245
H -11.4547 0.9276 0.7981 0.001 -0.030 0.046 0.149
C -6.1302 -6.5368 0.5868 -0.205 0.007 0.033 0.712
O -6.8852 -6.1816 1.4748 0.083 0.129 -0.066 -0.649
N -4.7778 -6.6009 0.7513 0.458 0.160 0.251 -0.370
N -6.5699 -6.9013 -0.6492 -0.293 -0.007 -0.286 -0.394
H -4.1414 -6.8909 0.0330 -0.080 -0.068 0.031 0.145
H -4.4131 -6.3401 1.6509 -0.057 -0.064 -0.074 0.200
H -7.5617 -6.8679 -0.8109 0.099 -0.023 0.011 0.218
H -5.9654 -7.1963 -1.3927 -0.025 -0.025 0.060 0.151

***

# 3
11
Properties=species:S:1:pos:R:3:forces:R:3:mulliken_charge:R:1 method="wB97M-V/def2-TZVPD" homo_ev=-9.1 de_lowest_kcal_mol=23.14 e_lumo_ev=1.29 total_charge=0 gap_ha=0.38274 energy_ev=-4713.1538
C -0.8598 1.0937 -0.4401 0.153 0.073 0.209 -0.762
N -0.2967 -0.2449 -0.4139 -0.018 0.183 -0.402 -0.320
C 1.1204 -0.3550 -0.0969 -0.085 0.182 -0.126 -0.368
C 0.0727 -0.7615 0.8750 0.150 -0.360 0.199 -0.351
H -1.9175 1.0319 -0.1902 -0.078 0.023 -0.049 0.285
H -0.3811 1.7722 0.2896 -0.027 -0.090 -0.127 0.303
H -0.7589 1.5248 -1.4395 0.017 -0.080 0.108 0.272
H 1.6679 0.5646 0.1110 -0.114 -0.120 -0.018 0.236
H 1.6594 -1.0983 -0.6692 0.050 -0.009 0.064 0.230
H -0.0630 -0.1248 1.7419 -0.046 0.030 0.053 0.247
H -0.1297 -1.8188 1.0257 -0.002 0.167 0.089 0.229

***

# 4
9
Properties=species:S:1:pos:R:3:forces:R:3:mulliken_charge:R:1 method="wB97M-V/def2-TZVPD" homo_ev=-2.6 de_lowest_kcal_mol=54.72 e_lumo_ev=4.86 total_charge=-1 gap_ha=0.27416 energy_ev=-6143.9263
C 2.1979 0.1347 -0.5166 1.466 -0.270 -1.393 -0.534
N -1.9280 0.8497 -0.5268 2.550 -1.539 -1.617 -0.770
N 0.9580 0.1114 -0.1799 0.691 -0.364 1.117 -0.385
O 0.7382 0.4678 1.0906 -0.567 0.180 -1.004 -0.662
H 3.0171 0.5488 0.0388 -0.028 0.351 1.382 0.310
H 2.6901 -0.2775 -1.4221 -1.512 0.062 -0.208 0.249
H -1.2526 0.6019 0.2421 -0.601 0.345 -0.659 0.376
H -2.1867 1.7983 -0.3725 -0.019 0.900 -0.029 0.175
H -1.2290 0.8131 -1.3896 -1.980 0.335 2.411 0.240